Molecular formula: C33H32N8STl
Method: DFT, ωB97M-V/def2-TZVPD

```
75
Properties=species:S:1:pos:R:3:forces:R:3
Tl 0.276 -0.695 0.227 0.19 -0.12 0.00
C 2.874 -3.150 4.468 0.01 0.01 0.02
C 2.969 -1.779 4.276 0.00 -0.01 0.01
C 2.796 -1.241 3.010 -0.02 -0.02 -0.03
C 2.527 -2.077 1.930 0.01 0.03 0.03
C 2.421 -3.449 2.124 0.02 0.01 0.02
C 2.601 -3.982 3.392 -0.01 -0.03 -0.01
N 2.275 -1.519 0.649 0.01 0.02 -0.04
C 3.245 -1.279 -0.227 0.01 -0.05 0.01
C 4.616 -1.601 0.013 0.00 0.00 0.02
C 5.564 -1.340 -0.928 0.02 -0.02 0.02
C 5.256 -0.743 -2.180 -0.07 0.02 -0.03
C 3.966 -0.422 -2.456 0.08 -0.01 -0.02
C 2.947 -0.676 -1.501 -0.02 -0.03 -0.06
N 1.651 -0.370 -1.706 -0.10 0.14 -0.03
N 1.227 0.131 -2.784 0.13 -0.05 0.01
C -0.148 0.442 -2.754 0.01 0.00 -0.02
C -0.718 0.884 -3.948 -0.02 -0.01 0.08
C -2.054 1.222 -3.957 0.00 -0.01 0.03
C -2.792 1.122 -2.779 0.00 0.01 -0.02
C -2.151 0.679 -1.643 0.03 0.04 -0.02
N -0.858 0.343 -1.631 -0.08 0.04 -0.06
H 3.011 -3.570 5.456 0.00 0.00 0.01
H 3.177 -1.125 5.112 0.00 0.00 0.01
H 2.860 -0.172 2.847 0.00 0.01 0.00
H 2.199 -4.088 1.278 0.00 0.00 -0.01
H 2.527 -5.051 3.540 0.00 0.00 0.00
H 4.885 -2.059 0.954 0.00 0.00 0.01
H 6.594 -1.597 -0.714 0.00 0.00 0.01
H 6.043 -0.552 -2.894 0.00 0.00 -0.01
H 3.678 0.034 -3.393 0.01 0.00 -0.01
H -0.094 0.950 -4.827 0.01 0.00 0.00
H -2.522 1.565 -4.870 -0.01 0.01 0.00
H -3.837 1.391 -2.742 -0.01 0.00 -0.01
H -2.676 0.601 -0.697 -0.01 -0.01 -0.01
C 1.462 2.544 0.045 0.05 -0.05 -0.05
N 0.708 1.566 0.833 -0.03 -0.03 0.11
C 0.268 1.826 2.006 0.00 -0.01 -0.02
C -0.414 0.815 2.764 -0.05 0.03 -0.04
C -0.854 0.816 4.078 0.03 -0.04 -0.01
C -1.346 -0.476 4.335 -0.04 0.06 0.05
C -1.191 -1.201 3.168 0.17 -0.06 -0.07
N -0.635 -0.419 2.205 -0.23 -0.01 0.07
C 1.203 3.983 0.400 0.00 0.01 0.00
C -0.045 4.548 0.147 -0.01 0.00 -0.02
C -0.301 5.866 0.484 0.00 0.02 0.01
C 0.691 6.637 1.076 0.00 0.00 0.00
C 1.936 6.085 1.328 0.01 -0.01 0.00
C 2.189 4.760 0.992 -0.01 -0.02 0.03
H 1.219 2.361 -1.005 -0.02 0.03 0.01
H 2.524 2.310 0.160 -0.01 0.02 -0.04
H 0.408 2.805 2.465 0.00 0.01 -0.02
H -0.804 1.646 4.763 0.00 0.02 0.01
H -1.750 -0.845 5.263 -0.01 -0.01 0.01
H -1.403 -2.244 2.982 -0.01 0.02 0.00
H -0.820 3.949 -0.320 0.00 -0.01 -0.01
H -1.272 6.298 0.280 -0.01 0.00 0.00
H 0.493 7.668 1.337 0.00 0.01 0.00
H 2.715 6.681 1.785 0.00 0.01 0.00
H 3.164 4.330 1.190 0.01 0.00 0.00
S -0.861 -2.949 -0.547 0.07 -0.05 0.01
C -2.479 -3.000 0.026 0.02 0.04 0.00
N -3.192 -4.092 -0.240 -0.03 0.05 -0.02
C -4.577 -4.278 0.184 -0.02 -0.03 0.00
C -4.800 -3.520 1.481 0.00 0.01 0.01
C -4.383 -2.072 1.296 -0.02 0.00 0.03
N -3.041 -2.012 0.715 0.01 0.05 -0.05
H -2.732 -4.806 -0.780 0.00 0.00 0.00
H -4.744 -5.345 0.316 -0.01 0.01 0.01
H -5.254 -3.923 -0.596 0.00 0.00 0.01
H -4.211 -3.976 2.278 0.01 0.00 0.00
H -5.849 -3.571 1.769 0.00 0.01 -0.01
H -4.345 -1.548 2.251 -0.01 0.00 -0.01
H -5.085 -1.544 0.646 -0.01 -0.02 0.01
H -2.443 -1.247 0.994 0.00 -0.07 0.07
```
Positions in Å, forces in eV/Å.

**Charge**: +1
**LUMO level**: -3.596 eV
**HOMO energy**: -9.882 eV
**Energy above the lowest of the compared OMol25 structures with the same formula, charge and spin**: 2.17 kcal/mol